A molecular structure, C4H7N2O4P in a non-equilibrium geometry, computed with ωB97M-V with the def2-TZVPD basis set.

```
18
C4H7N2O4P (ωB97M-V with the def2-TZVPD basis set)
P 0.41113 1.89043 2.15884
O 0.47109 -1.53916 2.37219
O -0.54887 2.60207 -1.29144
O 0.53454 -2.03037 0.20765
O 0.50403 2.48033 0.67089
N -0.22288 0.56637 -0.26036
N -0.20669 0.02914 0.95046
C 0.29397 -1.17629 1.23552
C 0.93925 -3.31757 0.52945
C -1.00666 1.93334 -2.44784
C -0.09509 1.81326 -0.34788
H 2.01657 -3.56992 0.33562
H -0.20870 1.16234 -2.70929
H 0.83593 -3.70165 1.54687
H -1.14114 2.90323 -3.12145
H 0.39875 -3.94617 -0.01445
H -0.94295 2.30470 2.26575
H -2.03228 1.59595 -2.08052
```

## Properties
Energy relative to the best compared isomer or geometry (same formula, charge and spin)   38.9 kcal/mol
Energy   -24716.872 eV
Net charge   0

***

A molecular structure, C38H41ClCsN4O4Sb, computed with ωB97M-V with the def2-TZVPD basis set.

```
90
C38H41ClCsN4O4Sb (ωB97M-V with the def2-TZVPD basis set)
Cs -0.87948 0.43228 1.38452
Sb 1.40035 -2.00414 -0.64595
Cl -4.05466 -0.73981 7.86681
O 1.22002 1.28468 2.76657
O 2.01062 -0.43694 -3.06752
O -3.29407 -0.71091 2.05489
O -3.75138 2.18285 2.28601
N -2.17379 -0.55306 -2.34871
N 0.00289 2.33805 -1.12584
N -0.14730 4.15910 1.09544
N -3.60854 0.93532 -0.53615
C 1.82713 1.66537 -6.00184
C 2.61251 4.61083 2.76145
C 0.80993 4.33707 0.01175
C 1.64058 -3.45460 0.99360
C -3.54329 -1.90179 4.06625
C 3.16355 -0.82814 -0.22422
C -3.50912 -0.68299 3.28847
C 4.27192 3.08392 3.56008
C 2.68278 -4.55957 0.84237
C -2.92816 -3.12715 -3.09174
C 0.50847 2.64660 -4.26622
C -1.80520 -2.55401 -3.60331
C -5.10611 -0.93601 -0.23768
C -4.86346 -2.96476 -1.53584
C 1.68875 0.53308 -3.82560
C 2.17141 0.62523 -5.16946
C -1.45722 -1.24618 -3.19283
C 0.85364 1.62534 -3.38291
C 3.51284 -3.37227 -2.52820
C 4.33425 -1.47292 0.50725
C 0.27448 3.74989 -1.28779
C -3.85471 -0.70409 6.12198
C -4.01208 -0.35029 -0.83916
C -3.72043 -2.41881 -2.15761
C 2.01529 -3.33242 -2.24380
C 0.30392 1.48990 -2.02307
C 2.06391 2.22425 2.96154
C -3.79342 1.85385 3.45818
C 1.70568 3.57205 2.64496
C -3.29380 -1.11252 -1.81954
C -3.85469 0.48040 5.44594
C -3.70276 -1.91231 5.42000
C 3.38721 2.02898 3.44480
C -3.70610 0.53337 4.04663
C 0.29708 3.77295 2.22235
C -5.52392 -2.22624 -0.59037
C 3.90759 4.38660 3.22045
C 0.97823 2.68790 -5.56901
H 4.61444 5.20237 3.30836
H 3.68863 1.01960 3.70203
H -2.69793 1.15847 -0.93401
H 3.74447 -4.00341 -3.39356
H 2.68014 -5.24544 1.69709
H 4.07353 -3.76063 -1.67600
H -0.54965 -0.78158 -3.56227
H 3.87129 -2.36591 -2.74903
H 0.69070 3.48997 -6.23772
H -0.45534 3.57038 2.99170
H 1.78138 3.88505 0.23260
H 1.48824 -2.94879 -3.11547
H 5.27941 2.89306 3.91911
H 2.76642 0.00464 0.36254
H 0.96731 5.40986 -0.15328
H -3.22373 -4.13274 -3.37282
H -3.68955 1.16094 0.45323
H 5.09884 -0.72635 0.74227
H -3.70780 -2.84751 5.96720
H -0.17955 3.41259 -3.92900
H 2.21300 1.68529 -7.01733
H 1.85001 -2.85076 1.88179
H 2.81683 -0.17553 -5.51435
H -1.16380 -3.07816 -4.29997
H -5.62082 -0.39396 0.54400
H -3.98115 1.41066 5.99029
H 4.01781 -1.91644 1.45340
H 1.61619 -4.32138 -2.00154
H -5.18461 -3.96661 -1.79787
H 1.00624 3.96259 -2.07752
H -3.94661 2.64623 4.22652
H 0.14266 0.44867 -1.75103
H 3.45503 -0.42354 -1.19352
H 4.80575 -2.25498 -0.09038
H -0.66550 4.25465 -1.54044
H -6.38580 -2.64820 -0.08548
H 3.68912 -4.14881 0.75545
H -3.41819 -2.82624 3.51569
H 2.30098 5.61615 2.49137
H 0.65264 -3.89485 1.15258
H 2.49761 -5.15730 -0.05259
```

## Properties
Energy relative to the best compared isomer or geometry (same formula, charge and spin)   11.8 kcal/mol
Energy   -73831.936 eV
Net charge   -2

***

C4H6N2O2 in the gas phase in a non-equilibrium geometry, computed with ωB97M-V with the def2-TZVPD basis set.

```
14
C4H6N2O2 (ωB97M-V with the def2-TZVPD basis set)
O 2.66560 1.09261 -0.55722
O 1.24296 -0.72393 1.15470
N -0.69106 0.01916 0.02585
N -1.74006 1.84986 -1.29011
C -1.05770 1.08704 -0.74524
C 1.35969 0.73609 -0.76658
C 0.68447 -0.09782 0.08406
C -1.58964 -1.07971 0.33785
H 1.11061 0.76567 -1.81779
H -1.07163 -2.03087 0.21112
H 2.81753 1.13557 0.39606
H -1.93607 -1.00903 1.37269
H -2.45224 -1.05562 -0.32738
H 0.65753 -0.68903 1.92200
```

## Properties
Energy relative to the best compared isomer or geometry (same formula, charge and spin)   72.8 kcal/mol
Energy   -11317.884 eV
Net charge   0
SMILES   CN(C#N)/C(O)=C/O

***

A molecular structure, C21H36FI2NO6P in a non-equilibrium geometry, computed with ωB97M-V with the def2-TZVPD basis set.

```
68
C21H36FI2NO6P (ωB97M-V with the def2-TZVPD basis set)
I -1.14776 0.04290 -3.06912
I -1.97634 1.15474 2.91434
P -4.09084 -1.13340 -1.22578
F -0.52359 -4.26340 0.58004
O 0.38793 1.02739 1.32219
O 0.42097 5.13394 -0.69025
O -5.62843 0.54540 3.11001
O -5.09672 -0.34854 -2.41321
O -3.32871 -2.42963 -2.01437
O -5.08092 -1.67604 -0.15504
N -0.49081 -0.48644 -1.11655
C -0.72642 5.07532 0.20832
C -0.64662 3.73399 1.15576
C 4.25748 -2.39493 -2.03633
C -1.83659 -1.53928 0.91359
C 0.76489 0.36749 -1.06333
C 1.35182 -2.43852 -3.87835
C -1.32770 2.51428 0.33529
C -2.98535 0.19529 -0.49314
C -0.74064 -2.04633 1.93913
C 1.38848 0.65589 0.37405
C 2.99902 2.51529 1.51027
C -0.97975 1.03545 0.91694
C -0.07664 -3.49281 1.70990
C 2.44850 -0.47909 0.90622
C 3.72414 2.93938 2.52229
C -0.04596 -1.90962 -1.34473
C 3.87563 -2.30181 -0.45172
C 0.55163 -2.18683 -2.84844
C 3.71391 -0.70654 -0.07432
C -1.48819 -0.22175 -0.01397
C 2.32153 2.00181 0.16029
H 0.44823 3.58256 1.44741
H 1.08449 -3.39815 1.62250
H -1.28703 -2.13474 2.97179
H -0.23722 -4.15413 2.65765
H -1.20596 2.62864 -0.80224
H -4.71367 0.80930 2.94405
H 4.71334 -2.80365 0.15259
H 5.39610 -2.18074 -2.16296
H 0.43878 1.40348 -1.49604
H 3.71961 -1.60168 -2.68285
H 0.14021 -1.33285 2.17548
H 2.89203 -0.18408 1.94490
H 1.86312 -3.07162 -4.70493
H 1.56660 2.80522 -0.22861
H -3.37795 -2.32716 -3.00612
H 1.62343 0.03421 -1.74284
H 2.89312 -2.88558 -0.32055
H -2.18122 -2.45524 0.29105
H -3.08054 1.13127 -1.14000
H -4.87915 0.61830 -2.37726
H 3.07128 1.87468 -0.71837
H 3.66271 -0.16157 -1.08227
H -1.25707 4.00415 2.10777
H 1.96587 -1.51019 1.06145
H 3.96068 -3.43609 -2.45798
H 4.68974 -0.41937 0.49146
H 1.23360 5.31546 -0.14366
H 0.73761 -2.21352 -0.56277
H -2.81982 -1.28247 1.49068
H -5.70047 -0.32568 2.69593
H -0.86626 -2.71213 -1.33366
H -2.47145 2.66291 0.53320
H -3.54782 0.48238 0.49310
H 4.00320 3.35923 3.56618
H -0.72545 5.97352 0.95265
H -1.74062 5.02173 -0.32673
```

## Properties
Energy   -64325.519 eV
Net charge   +1